{"formula": "C21H21N3O3S", "method": "ωB97M-V/def2-TZVPD", "species": ["C", "C", "C", "N", "C", "N", "C", "C", "C", "C", "C", "C", "C", "O", "H", "H", "H", "H", "S", "C", "C", "C", "C", "C", "C", "C", "H", "H", "C", "O", "N", "H", "C", "H", "H", "C", "O", "H", "H", "H", "H", "H", "H", "H", "H", "H", "H", "H", "H"], "coordinates": [[3.39022, 2.51195, -3.77877], [2.43088, 3.39707, -3.15730], [0.95927, 2.99712, -2.74863], [0.78275, 1.68575, -2.82735], [1.25295, 1.05215, -1.85249], [1.23228, -0.40984, -1.90567], [0.67328, -1.04695, -2.93297], [0.19260, -2.37223, -2.95953], [-0.46693, -2.99818, -4.00985], [-0.93709, -2.26591, -4.92912], [-0.87961, -1.08138, -5.11356], [-0.20094, -0.28071, -4.10945], [0.08597, 1.35784, -3.90980], [-0.38638, 1.81347, -4.82927], [-1.28904, -0.22753, -5.80992], [-1.34550, -2.84115, -5.81111], [-0.39485, -4.04317, -3.84231], [0.82374, -3.01707, -2.11268], [2.00770, 1.53105, -0.54657], [2.54549, 0.03468, 0.45690], [1.31705, 0.02403, 1.41111], [0.39304, -1.02827, 1.04435], [-0.76489, -1.16160, 2.02812], [-0.60301, -0.50898, 3.23221], [0.05646, 0.51528, 3.47833], [1.32551, 0.61725, 2.74340], [2.29428, 1.44315, 2.97881], [0.19791, 0.91432, 4.48462], [-1.68189, -0.52185, 4.24836], [-2.02358, 0.39991, 5.11130], [-2.56047, -1.73043, 4.28123], [-2.17343, -2.32443, 3.70826], [-3.58765, -2.01195, 5.22034], [-4.27763, -1.08758, 5.07608], [-3.92117, -2.88435, 4.91463], [-3.27651, -2.13817, 6.66698], [-3.43370, -0.59258, 7.27417], [-2.67869, -0.23808, 6.70426], [-2.15357, -2.38462, 6.75827], [-3.81013, -2.75198, 7.11298], [-1.43987, -1.73113, 1.91716], [0.45454, -1.57063, 0.09267], [3.49669, 0.40064, 0.90466], [2.69535, -0.61373, -0.18192], [0.84966, 3.47968, -1.98175], [0.34621, 3.57106, -3.38493], [2.79942, 4.49449, -3.04207], [4.39380, 2.95896, -3.96740], [2.97782, 1.52754, -4.01879]], "atomic_forces_ev_per_a": [[-3.82, 3.79, 2.40], [3.62, -1.17, -2.38], [5.29, 3.07, -8.47], [-2.10, 2.91, -1.82], [0.16, -13.88, -0.17], [0.86, 3.71, 0.97], [-6.59, 1.82, -4.80], [4.68, -1.41, 3.29], [4.00, -2.41, 7.59], [-4.71, -11.35, -7.53], [1.74, 19.21, 0.43], [4.86, -0.88, 5.48], [-1.08, -13.71, 0.45], [-2.45, 8.17, -5.60], [0.21, -2.80, 0.35], [-0.10, 0.31, 0.83], [-0.83, -0.95, -0.91], [-2.12, 1.06, -2.02], [2.88, 3.51, 3.88], [-2.31, 8.95, 6.33], [1.64, -3.41, 1.24], [-3.29, 1.83, 3.59], [13.17, 6.61, -1.54], [-8.10, -4.34, -0.74], [12.09, 6.40, 1.62], [0.25, 2.55, -2.68], [-3.28, -2.63, -0.47], [-1.07, 0.32, -0.34], [-6.60, -1.09, 4.80], [2.44, -3.23, -3.81], [2.88, 7.30, 2.13], [1.74, -4.79, -3.26], [-0.07, 5.55, 0.24], [0.28, -2.01, 0.55], [-2.59, -4.08, -1.65], [7.43, 9.24, -2.79], [1.72, -3.75, -1.80], [-1.51, 0.09, 0.98], [-1.72, 0.20, 0.25], [-5.21, -5.24, 4.54], [-8.98, -7.83, -1.87], [-0.08, 0.42, 0.53], [-0.76, -0.22, -0.07], [1.01, -7.02, -5.73], [-1.57, 3.98, 9.42], [-1.01, 0.19, -1.40], [-1.03, -2.02, 0.17], [-0.98, -1.02, -0.12], [1.02, 0.03, -0.08]], "nbo_charge": [-0.434, -0.187, -0.272, -0.458, 0.227, -0.602, 0.150, -0.213, -0.235, -0.196, -0.254, -0.128, 0.713, -0.535, 0.249, 0.196, 0.228, 0.174, 0.408, -0.396, -0.084, -0.172, -0.115, -0.204, -0.149, -0.165, 0.229, 0.250, 0.684, -0.656, -0.594, 0.363, -0.258, 0.234, 0.200, -0.051, -0.762, 0.487, 0.174, 0.163, 0.164, 0.258, 0.231, 0.223, 0.212, 0.251, 0.215, 0.230, 0.207], "e_above_lowest_kj_mol": 1941.8, "multiplicity": 1, "smiles": "C=CCn1c(SCc2ccc(C(=O)NCCO)cc2)nc2ccccc2c1=O", "total_energy_ha": -1600.3673, "fmax_ev_per_a": 19.3, "lumo_ev": -0.263}


{"formula": "C21H21N4", "method": "ωB97M-V/def2-TZVPD", "species": ["N", "C", "C", "C", "C", "C", "C", "C", "C", "C", "C", "C", "C", "C", "C", "C", "C", "C", "C", "N", "N", "N", "C", "C", "C", "H", "H", "H", "H", "H", "H", "H", "H", "H", "H", "H", "H", "H", "H", "H", "H", "H", "H", "H", "H", "H"], "coordinates": [[-2.18611, -0.96904, -0.69675], [3.06706, 2.95529, 1.23708], [2.29858, 2.41213, 2.30135], [2.77466, 2.63379, -0.03609], [1.30146, 1.46991, 2.02074], [1.81109, 1.76082, -0.42912], [0.24973, -3.55962, -0.99362], [-2.97154, 2.74453, 0.73218], [1.40745, -2.88902, -0.74112], [1.03740, 1.07369, 0.66220], [-3.97167, 2.00633, 0.13774], [-3.64526, 0.75462, -0.32753], [-1.04949, -2.91224, -1.04035], [-1.67282, 2.23715, 0.76488], [1.38379, -1.56078, -0.52622], [-2.35274, 0.22056, -0.24233], [-1.03961, -1.59630, -0.65226], [-1.27985, 0.96451, 0.28623], [0.09601, -0.94711, -0.32066], [-3.17398, 3.90106, 1.25538], [2.61308, -3.49704, -0.78890], [-0.06001, 0.31340, 0.29960], [-5.37101, 2.46791, -0.03988], [3.63682, -2.96610, -1.69617], [2.88636, -4.94650, -0.37648], [3.76814, 3.70223, 1.48943], [2.53099, 2.67933, 3.38257], [3.22640, 3.19411, -0.84402], [0.71664, 1.13758, 2.84069], [1.79987, 1.62585, -1.55957], [0.26916, -4.59361, -1.34714], [-4.35024, 0.18108, -0.94788], [-1.98763, -3.47123, -1.31408], [-1.01618, 2.72427, 1.44547], [2.33296, -0.89476, -0.22866], [-3.98292, 4.50921, 0.98498], [-2.60405, 4.18945, 2.00390], [-5.39962, 3.33361, -0.77950], [-5.97302, 1.67489, -0.51010], [-5.86460, 2.69346, 0.97818], [3.19668, -2.42079, -2.55160], [4.36275, -2.41261, -1.10775], [4.24503, -3.79442, -2.04218], [3.26854, -5.52885, -1.19836], [2.03715, -5.46296, 0.11698], [3.63452, -5.13780, 0.39872]], "atomic_forces_ev_per_a": [[-2.13, -1.06, -0.32], [-1.44, -0.40, 3.29], [1.01, -0.04, 0.04], [0.33, 0.86, -1.98], [0.38, 0.24, -2.31], [-1.53, -2.25, 1.25], [-5.81, -1.08, -1.21], [2.24, -2.29, -0.84], [1.52, -0.34, -0.02], [3.48, 3.58, -0.61], [-1.51, -2.72, -1.92], [-1.21, 1.38, -0.65], [3.33, -3.91, -0.19], [1.73, -1.59, 0.83], [0.08, 5.19, 2.26], [0.27, 0.24, -0.35], [-1.93, -0.35, -0.72], [-0.94, 0.51, 0.76], [4.05, 1.57, 1.02], [-2.78, 3.89, 0.51], [2.09, -3.11, 0.07], [-1.49, -0.52, -1.00], [-1.17, 1.04, 0.27], [0.19, -0.07, 0.78], [-1.14, 0.54, 0.42], [0.86, 0.62, 0.02], [-0.43, -0.29, -1.66], [0.49, -0.07, 0.05], [-0.61, -0.68, 0.39], [-0.92, -0.39, 1.77], [0.22, 0.26, 0.39], [0.21, 0.13, 0.75], [1.24, 0.90, 0.28], [0.82, 0.73, -0.06], [-2.21, -1.97, -0.82], [1.12, -1.18, 0.73], [0.74, 0.80, 0.52], [-0.20, -0.68, 1.25], [0.26, 0.28, 0.26], [0.69, 0.08, -1.68], [0.33, -0.12, 0.58], [0.03, 0.83, -0.27], [-0.22, -0.27, -0.45], [-0.35, -0.15, -0.66], [-0.08, 0.61, -0.86], [0.38, 1.25, 0.06]], "nbo_charge": [-0.290, -0.186, -0.187, -0.210, -0.226, -0.210, -0.236, 0.255, 0.190, 0.121, -0.068, -0.114, -0.114, -0.300, -0.271, 0.146, 0.080, 0.218, 0.204, -0.735, -0.416, -0.339, -0.650, -0.411, -0.425, 0.228, 0.237, 0.224, 0.230, 0.248, 0.236, 0.240, 0.256, 0.214, 0.258, 0.421, 0.407, 0.231, 0.242, 0.238, 0.213, 0.201, 0.213, 0.202, 0.220, 0.215], "e_above_lowest_kj_mol": 81.6, "multiplicity": 1, "total_charge": 1, "smiles": "Cc1cc2nc3ccc(N(C)C)cc3[n+](-c3ccccc3)c2cc1N", "total_energy_ha": -1031.5421, "fmax_ev_per_a": 6.0, "lumo_ev": -4.436}


{"formula": "C21H21NO2", "method": "ωB97M-V/def2-TZVPD", "species": ["C", "H", "O", "C", "C", "C", "C", "C", "C", "H", "H", "C", "N", "H", "C", "C", "C", "C", "C", "C", "C", "H", "H", "H", "O", "C", "C", "C", "C", "C", "C", "H", "H", "H", "H", "H", "H", "H", "H", "H", "H", "H", "H", "H", "H"], "coordinates": [[-7.12578, -2.54198, 0.04069], [-7.97937, -2.88296, 0.62453], [-6.77946, -1.28645, 0.57009], [-5.73210, -0.61218, 0.01553], [-4.95473, -1.07292, -1.04081], [-3.91432, -0.29521, -1.51972], [-3.62681, 0.94701, -0.97380], [-4.40829, 1.39783, 0.08490], [-5.44652, 0.63404, 0.57401], [-6.05681, 0.97997, 1.39336], [-4.20317, 2.36234, 0.52707], [-2.43916, 1.73689, -1.46765], [-1.16446, 1.24833, -0.96082], [-1.04625, 0.27342, -1.22364], [-1.01582, 1.37551, 0.47849], [0.33212, 0.88088, 0.92758], [1.44230, 1.06978, 0.11923], [2.69385, 0.62381, 0.52571], [2.84317, 0.00156, 1.76094], [1.73315, -0.18702, 2.56309], [0.48338, 0.24022, 2.15073], [-0.37713, 0.08234, 2.78436], [1.84764, -0.67136, 3.52161], [3.82004, -0.32195, 2.08944], [3.75338, 0.90276, -0.29946], [4.80756, 0.03462, -0.39119], [6.05213, 0.58203, -0.68944], [7.14693, -0.24338, -0.85857], [7.01428, -1.61626, -0.73137], [5.77365, -2.16059, -0.44705], [4.66925, -1.34526, -0.28054], [3.69890, -1.77334, -0.07465], [5.65922, -3.23109, -0.35976], [7.87205, -2.25915, -0.85829], [8.10996, 0.18855, -1.08689], [6.13770, 1.65308, -0.78671], [1.33642, 1.56470, -0.83254], [-1.09927, 2.44356, 0.71772], [-1.80602, 0.84871, 1.04114], [-2.38752, 1.69117, -2.55960], [-2.53188, 2.78492, -1.16932], [-3.31793, -0.66619, -2.34230], [-5.14750, -2.03037, -1.49907], [-7.41535, -2.46899, -1.01286], [-6.30772, -3.26276, 0.14350]], "atomic_forces_ev_per_a": [[-0.05, -0.21, -0.09], [0.06, -0.02, -0.07], [0.15, 0.32, 0.07], [0.05, 0.14, 0.05], [-0.23, -0.27, 0.08], [0.03, 0.25, 0.08], [0.07, 0.08, -0.08], [-0.05, -0.12, -0.11], [-0.16, -0.19, 0.04], [-0.08, 0.04, 0.10], [0.02, 0.11, 0.05], [0.01, -0.13, -0.06], [0.20, -0.05, -0.07], [0.01, 0.08, 0.01], [-0.14, 0.01, 0.02], [0.02, -0.09, 0.09], [0.35, -0.06, -0.06], [-0.42, -0.03, 0.34], [0.25, 0.09, -0.13], [-0.02, 0.01, 0.01], [-0.08, 0.04, -0.01], [-0.11, -0.03, 0.05], [0.02, -0.04, 0.08], [0.04, -0.03, 0.01], [0.00, 0.16, -0.10], [0.41, -0.29, -0.10], [-0.33, 0.10, 0.10], [0.02, -0.06, 0.01], [0.11, -0.09, -0.02], [0.06, 0.00, -0.01], [-0.26, 0.17, -0.03], [-0.03, -0.02, 0.02], [-0.01, -0.08, 0.01], [0.07, -0.05, -0.01], [0.07, 0.04, -0.02], [0.00, 0.12, 0.00], [0.01, 0.04, -0.13], [-0.08, -0.06, 0.03], [0.14, 0.12, -0.01], [-0.07, 0.10, 0.07], [-0.04, -0.01, -0.09], [0.05, -0.04, -0.10], [-0.05, -0.08, -0.01], [0.03, -0.01, 0.04], [-0.03, 0.03, -0.02]], "nbo_charge": [-0.252, 0.201, -0.492, 0.287, -0.262, -0.200, -0.076, -0.187, -0.252, 0.224, 0.211, -0.234, -0.610, 0.354, -0.246, -0.016, -0.219, 0.288, -0.290, -0.190, -0.229, 0.210, 0.214, 0.228, -0.480, 0.287, -0.257, -0.192, -0.238, -0.209, -0.242, 0.221, 0.213, 0.213, 0.214, 0.225, 0.235, 0.199, 0.181, 0.204, 0.195, 0.206, 0.211, 0.175, 0.175], "e_above_lowest_kj_mol": 136.5, "multiplicity": 1, "smiles": "COc1ccc(CNCc2cccc(Oc3ccccc3)c2)cc1", "total_energy_ha": -1018.0411, "fmax_ev_per_a": 0.5, "lumo_ev": 0.807}


Q: multiplicity of number 1 (C21H21N3O3S)?
A: 1